No. 1
DFT (the ωB97M-V functional and the def2-TZVPD basis) results for a gas-phase ion, C26H35N4O6S2 (charge +1) at a distorted geometry.

## Properties
total charge: +1
Kohn-Sham gap: 0.246 Eh
SMILES: COc1cc2nc(N(CCN(C)C)C(=O)c3ccc(S(=O)(=O)[N@H+](C)C[C@H]4CCCO4)cc3)sc2cc1OC
highest occupied orbital energy: -9.7 eV

Cartesian coordinates (Å):
O -6.22 -3.17 -0.07
C 0.51 0.77 0.67
H 7.11 1.60 -1.33
C -1.80 3.94 2.73
C -4.50 -5.21 -0.03
C 5.44 0.39 -2.05
H 6.17 0.94 1.14
H 0.15 1.47 1.42
H -3.07 3.90 -1.59
H -1.41 4.53 -1.43
H -3.92 -6.13 0.01
C 5.64 1.05 0.20
O -3.53 -4.18 -0.13
H 0.67 0.44 -2.71
H 4.84 -3.93 1.36
H 0.48 4.85 1.92
H -7.78 -2.16 -0.99
H 1.30 -0.66 2.08
H -1.78 -2.48 -0.43
H 5.01 1.29 -2.51
C -0.33 5.08 1.22
S -4.16 1.60 -0.68
H -5.10 -5.12 0.87
N 4.21 -2.40 0.09
H -7.69 -1.97 0.79
H 5.83 -1.41 0.97
H 4.25 -2.10 -0.90
C 1.42 -0.99 -1.30
H -3.34 3.75 0.82
H 5.96 -3.59 0.01
H -6.32 -0.51 -0.34
C 4.91 -3.67 0.30
O 2.45 -2.96 1.91
N -1.60 2.54 -0.97
H -2.52 3.12 2.81
H -0.94 3.72 3.35
C -0.24 2.40 -1.04
O 4.41 -0.29 -1.33
C -4.23 -0.13 -0.51
C 1.14 -0.40 1.04
C 6.50 0.75 -1.02
H 1.76 -1.69 -2.04
H -8.18 -3.53 0.08
H -5.16 -5.24 -0.90
C 1.57 -1.26 0.05
C 0.31 1.05 -0.68
C 0.80 0.19 -1.66
O 2.11 -3.84 -0.37
C -5.17 -2.32 -0.22
N -1.95 0.25 -0.70
C -2.16 3.88 -0.98
C -7.54 -2.66 -0.05
S 2.37 -2.76 0.51
C -3.87 -2.88 -0.25
C -5.34 -0.95 -0.35
C -2.41 1.45 -0.78
H 5.79 -0.28 -2.84
C -2.77 -2.04 -0.41
H 3.53 0.48 0.36
H 5.25 2.06 0.14
H 4.28 -1.24 1.83
C 4.49 0.04 0.05
H -0.70 6.09 1.45
H 4.42 -4.45 -0.28
C 4.75 -1.27 0.85
H -2.77 5.39 0.43
C -2.94 -0.67 -0.54
C -2.48 4.32 0.46
O 0.50 3.31 -1.34
H -2.28 4.86 3.11
H 7.16 -0.10 -0.84
H 0.08 5.06 0.22
N -1.36 4.07 1.35


No. 2
DFT (the ωB97M-V functional and the def2-TZVPD basis) results for a molecular structure, C38H53As2GeOTc at a distorted geometry.

## Properties
total charge: +4
Kohn-Sham gap (spin up / spin down): 0.095 / 0.094 Eh
ΔE to the lowest compared entry with this formula, charge and spin: 40.80 kcal/mol
highest occupied orbital energy (spin up / spin down): -17.9 / -17.9 eV

Cartesian coordinates (Å):
C 4.16 -4.08 -1.59
H 0.32 -2.70 -3.25
C -1.31 -0.25 1.90
H 0.77 5.58 -1.84
C 0.54 1.34 1.84
C 4.24 2.07 -0.73
H -1.87 -2.85 1.83
H -4.48 1.94 -1.66
H 2.48 0.43 2.02
C 1.67 -0.08 -1.35
H 2.63 -2.67 -1.09
C 2.88 0.28 -4.49
C 0.45 3.55 -1.22
C 3.10 1.55 -5.01
H -3.35 0.59 -1.77
H 0.29 3.49 1.82
C 2.52 0.70 -7.18
H -3.46 1.78 -3.08
H -1.03 -3.54 -4.06
H 1.25 2.84 3.13
H 3.09 2.74 -6.78
H 0.77 -3.82 3.05
C 2.50 -0.78 -5.29
H 1.47 3.25 -1.01
H 1.65 -1.86 2.24
As -0.59 1.93 -1.59
C 1.42 0.25 1.90
H 3.82 -4.83 -0.89
C -0.51 1.44 -3.49
C -0.90 2.53 -4.48
H -1.90 -4.97 -1.61
H 0.50 1.07 -3.68
O -1.23 -1.16 -1.03
H 0.02 3.93 -0.29
H -0.55 -4.33 -0.66
Tc 0.27 -0.04 -0.20
H -1.18 0.58 -3.56
H -1.85 -3.58 4.21
H 5.80 1.19 -3.68
C -0.85 1.05 1.81
C -0.43 -1.34 2.09
H 5.03 3.44 0.71
H 0.50 -3.81 1.30
C 3.51 -2.88 -1.69
H 6.66 -3.56 -3.90
C -2.44 2.50 -1.29
H -2.22 -4.18 -0.06
H 1.96 2.95 1.53
C 5.64 1.67 -2.72
C -1.58 -4.17 -0.94
C 2.91 1.75 -6.37
H -0.62 -2.37 4.58
H -1.13 2.08 -5.45
C 5.79 -3.36 -3.29
C -1.45 -2.61 3.92
C 0.40 4.65 -2.28
H -2.48 3.54 -1.64
H -2.23 -1.86 4.06
C 5.29 -4.34 -2.41
C 4.48 1.39 -1.95
H 3.40 2.39 -4.39
C 5.14 -2.16 -3.40
C 0.00 -3.83 2.27
C -3.49 1.64 -2.00
H -1.56 1.88 1.79
C -0.98 -2.68 2.45
H -2.38 -0.43 1.90
H -0.10 3.24 -4.63
C 5.18 2.94 -0.24
C 2.30 -0.56 -6.65
C -3.65 -2.25 -2.27
H -1.79 3.07 -4.15
C 1.03 2.74 2.06
H -4.19 -2.11 -1.34
As -1.78 -2.52 -1.91
H 1.04 4.41 -3.13
H 2.00 -1.39 -7.28
H 5.49 -1.42 -4.11
C 0.94 -1.07 2.06
C -0.73 -2.64 -3.52
C 6.58 2.54 -2.23
H 2.36 -1.78 -4.88
C 6.34 3.21 -1.01
H 7.49 2.72 -2.79
H -4.02 -3.15 -2.76
H -3.80 -1.40 -2.93
H 7.04 3.97 -0.68
H -0.91 -1.77 -4.15
C 4.02 -1.89 -2.56
H 5.75 -5.32 -2.39
H -2.62 2.52 -0.22
H -0.52 -4.78 2.36
H -0.61 4.84 -2.64
Ge 3.24 -0.05 -2.54
H 2.41 0.85 -8.25
H 3.34 1.86 -0.17


No. 3
DFT (the ωB97M-V functional and the def2-TZVPD basis) results for a single C24H35N3O3 molecule.

## Properties
total charge: 0
Kohn-Sham gap: 0.315 Eh
ΔE to the lowest compared entry with this formula, charge and spin: 22.42 kcal/mol
SMILES: Cc1ccc(C(=O)N2CCC(N3CCC(C(=O)N4CCOCC4)CC3)CC2)cc1C
highest occupied orbital energy: -8.1 eV

Cartesian coordinates (Å):
C -2.70 0.19 -1.85
H 0.60 -1.27 -3.05
C -1.30 -0.55 2.43
H -0.20 -1.14 0.69
H 1.82 2.07 -5.63
H -1.98 -0.09 -3.88
C 1.56 -1.92 3.34
H -3.47 -2.91 0.25
C -0.36 0.60 -2.64
H -1.25 5.21 -3.69
H -2.16 1.59 -3.38
C 2.84 -0.89 5.09
H -2.88 -3.48 2.65
C -1.18 -1.71 -1.93
H 4.27 -0.29 2.73
H -1.74 -3.16 0.50
C 4.12 -0.30 5.60
H 4.42 0.55 4.99
H 1.49 -2.31 2.33
H 3.69 -1.74 1.89
O 1.02 0.30 -4.58
H -1.67 3.71 -4.58
H -0.31 -1.58 6.13
N -1.60 -1.89 2.87
O -1.11 -3.77 4.02
H 4.93 -1.04 5.55
C -2.58 -2.51 0.73
C -0.84 4.33 -4.20
C -2.76 -2.47 2.24
C 0.44 -1.98 4.17
C 0.54 -1.52 5.47
C 0.49 1.08 -3.81
N 0.64 2.42 -3.96
C -1.07 -0.53 0.92
C -1.84 0.60 -3.05
H -0.23 1.27 -1.78
H -2.67 1.00 -1.11
O -0.08 4.82 -5.27
H -0.86 -2.58 -1.35
H -3.64 -1.87 2.50
H 0.80 4.14 -2.82
C 2.76 -1.38 3.78
H 0.71 -0.77 -1.37
C 0.05 -0.82 -2.23
H -0.87 0.50 0.59
H -1.57 -2.10 -2.88
H 4.77 -1.89 3.28
H -0.26 3.13 -6.43
H 4.01 0.03 6.63
H -2.16 0.09 2.68
C -2.31 -1.09 0.20
C 0.01 3.50 -3.23
H -3.75 0.08 -2.18
H 1.10 4.23 -6.78
H -0.43 -0.17 2.96
H 1.80 -0.60 6.93
C 0.52 3.77 -5.99
H -3.18 -0.48 0.49
H -0.61 3.13 -2.42
N -2.27 -1.06 -1.25
C 1.73 -0.97 5.92
H 2.23 3.54 -4.70
C 3.94 -1.32 2.86
C 1.41 2.92 -5.08
C -0.82 -2.64 3.69